Density functional theory data (wB97M-V/def2-TZVPD) for C17H23F5NO2P2RuS as an isolated structure in a non-equilibrium geometry.

Positions of all 52 atoms, in Å:
Ru: -0.293 0.028 0.045
P: 1.008 1.593 -1.086
C: 2.437 0.531 -1.400
C: 2.685 -0.580 -0.472
N: 1.617 -1.015 0.238
C: 1.754 -2.085 1.060
C: 2.980 -2.733 1.231
C: 4.087 -2.267 0.514
C: 3.941 -1.179 -0.354
C: 0.497 -2.520 1.808
P: -1.079 -1.972 0.904
H: 4.783 -0.817 -0.925
H: 3.072 -3.576 1.900
H: 5.047 -2.750 0.623
H: 0.483 -3.601 1.952
H: 0.509 -2.055 2.794
H: 2.499 -1.038 -3.673
H: 3.273 0.967 -1.927
H: -0.563 -2.006 -4.006
O: 2.046 -1.652 -4.354
H: 2.584 -1.643 -5.200
H: -1.422 0.134 -0.961
O: -1.562 -2.045 -3.732
H: -1.590 -2.293 -2.763
C: -1.356 -3.444 -0.238
H: -1.400 -4.370 0.335
H: -2.295 -3.330 -0.782
H: -0.541 -3.523 -0.959
C: -2.393 -2.201 2.231
H: -3.386 -2.063 1.802
H: -2.333 -3.200 2.662
H: -2.252 -1.466 3.025
C: 1.653 3.039 -0.169
H: 2.426 3.551 -0.742
H: 0.851 3.747 0.037
H: 2.080 2.727 0.784
C: 0.397 2.175 -2.710
H: -0.392 2.914 -2.572
H: 1.198 2.636 -3.286
H: -0.018 1.352 -3.290
F: -4.455 5.009 1.289
C: -3.545 4.034 1.537
C: -2.351 4.342 2.197
F: -2.105 5.616 2.591
C: -1.412 3.336 2.455
F: -0.260 3.645 3.101
C: -1.667 2.016 2.055
S: -0.463 0.730 2.413
C: -2.868 1.712 1.393
F: -3.140 0.446 0.999
C: -3.802 2.721 1.134
F: -4.961 2.422 0.495

E, hartree: -2541.22685
Highest occupied orbital energy (alpha / beta), eV: -15.15 / -15.79
Energy relative to the best compared isomer or geometry (same formula, charge and spin), kcal per mole: 12.1
Largest force on an atom, eV/Å: 3.58
Spin multiplicity: 6
M, g mol⁻¹: 563.5
Total charge: +2
Orbital gap (alpha / beta), eV: 8.99 / 5.66
E_LUMO (alpha / beta), eV: -6.165 / -10.133


Density functional theory data (wB97M-V/def2-TZVPD) for a single C2H3NO2 molecule in a non-equilibrium geometry.

Positions of all 8 atoms, in Å:
C: -0.155 0.113 -0.375
C: -1.188 -0.338 0.532
N: 0.869 0.717 -0.431
O: 2.700 -0.075 -1.017
O: 2.006 1.081 -0.836
H: -2.165 0.032 0.105
H: -1.140 -1.418 0.345
H: -0.927 -0.112 1.676

E, hartree: -282.89454
Highest occupied orbital energy (alpha / beta), eV: -6.37 / -11.13
Energy relative to the best compared isomer or geometry (same formula, charge and spin), kcal per mole: 160.9
Largest force on an atom, eV/Å: 6.89
Spin multiplicity: 3
M, g mol⁻¹: 73.1
Total charge: 0
Orbital gap (alpha / beta), eV: 7.45 / 9.28
E_LUMO (alpha / beta), eV: 1.075 / -1.846


Density functional theory data (wB97M-V/def2-TZVPD) for C31H26BrN8O2Se4Sn as an isolated structure in a non-equilibrium geometry.

Positions of all 73 atoms, in Å:
Sn: 15.270 11.897 8.302
C: 17.635 13.892 10.658
O: 16.193 13.825 10.721
C: 15.539 15.016 10.782
C: 16.139 16.198 11.243
C: 15.473 17.402 11.171
C: 14.174 17.439 10.651
C: 13.546 16.233 10.263
C: 14.228 15.045 10.353
N: 13.723 13.805 9.833
N: 12.499 13.637 10.010
C: 11.967 12.410 9.625
C: 12.663 11.180 9.641
O: 13.971 11.128 9.831
C: 11.951 9.955 9.579
C: 10.590 9.976 9.484
C: 9.840 11.170 9.471
C: 8.419 11.173 9.327
C: 7.702 12.307 9.269
C: 8.382 13.537 9.309
C: 9.764 13.585 9.406
C: 10.532 12.384 9.544
H: 17.995 14.053 11.670
H: 17.968 14.715 9.996
H: 17.979 12.942 10.238
H: 17.161 16.179 11.557
H: 15.998 18.294 11.522
H: 13.647 18.394 10.575
H: 12.529 16.180 9.883
H: 12.498 9.030 9.499
H: 10.045 9.050 9.346
H: 7.884 10.234 9.283
H: 6.623 12.280 9.144
H: 7.839 14.466 9.214
H: 10.269 14.522 9.386
Br: 20.341 10.076 13.901
C: 18.991 9.700 12.583
C: 17.924 10.570 12.478
C: 17.023 10.359 11.454
C: 17.168 9.304 10.564
C: 18.247 8.417 10.696
C: 19.153 8.611 11.751
N: 16.302 9.240 9.476
C: 15.593 8.220 9.296
C: 14.610 8.172 8.189
C: 13.915 7.015 7.927
C: 13.006 6.995 6.878
C: 12.901 8.140 6.110
C: 13.628 9.275 6.445
N: 14.485 9.290 7.460
H: 17.854 11.393 13.187
H: 16.132 10.999 11.381
H: 18.416 7.645 9.936
H: 19.987 7.950 11.863
H: 15.618 7.356 9.971
H: 14.062 6.178 8.590
H: 12.387 6.140 6.616
H: 12.218 8.231 5.260
H: 13.546 10.210 5.894
Se: 13.501 12.941 6.677
Se: 15.301 13.883 5.389
Se: 16.957 14.603 6.943
Se: 18.661 13.013 6.887
N: 19.044 9.650 7.206
C: 19.225 8.751 6.197
N: 20.449 8.135 6.094
N: 18.330 8.343 5.308
C: 17.189 9.063 5.199
N: 16.181 9.578 4.923
H: 19.881 10.036 7.627
H: 18.343 10.384 7.122
H: 21.137 8.128 6.818
H: 20.555 7.436 5.399

E, hartree: -14179.61750
Highest occupied orbital energy, eV: -3.75
Energy relative to the best compared isomer or geometry (same formula, charge and spin), kcal per mole: 0.0
Largest force on an atom, eV/Å: 1.60
M, g mol⁻¹: 1057.1
Total charge: -1
Orbital gap, eV: 5.63
E_LUMO, eV: 1.885


Density functional theory data (wB97M-V/def2-TZVPD) for a 2-piece molecular cluster, C8H10O4S2 overall in a non-equilibrium geometry.

Positions of all 24 atoms, in Å:
C: -1.815 -0.834 1.968
C: -2.749 -1.499 1.082
C: -1.540 0.507 1.633
C: -3.331 -0.850 0.003
C: -2.140 1.170 0.549
C: -2.907 0.400 -0.249
C: 2.609 -2.057 -1.802
C: 1.329 -1.436 -2.276
O: -2.822 2.221 -2.048
O: -0.794 -0.248 -1.613
O: 0.235 -1.603 0.186
O: 1.419 0.366 -0.586
S: -3.060 0.841 -1.888
S: 0.484 -0.697 -0.900
H: -1.421 -1.372 2.802
H: -2.942 -2.562 1.300
H: -0.714 0.860 2.162
H: -3.759 -1.389 -0.823
H: -1.670 2.110 0.137
H: 3.357 -1.279 -1.622
H: 2.456 -2.645 -0.960
H: 3.164 -2.679 -2.506
H: 0.556 -2.058 -2.763
H: 1.497 -0.690 -3.197

E, hartree: -1408.02346
Highest occupied orbital energy (alpha / beta), eV: -9.06 / -9.06
Largest force on an atom, eV/Å: 4.38
M, g mol⁻¹: 234.3
Total charge: 0
Orbital gap (alpha / beta), eV: 5.80 / 5.80
E_LUMO (alpha / beta), eV: -3.260 / -3.260